The following is a DFT calculation (ωB97M-V with the def2-TZVPD basis set) of a 11-piece molecular cluster, C43H104N18O11 overall at a distorted geometry.

Values from the calculation:
SMILES string = CC1(C)CCCC(C)(C)N1O.CC1(C)CCCC(C)(C)N1O.CC1(C)CCCC(C)(C)N1O.CC1(C)CCCC(C)(C)N1O.NC(N)=O.NC(N)=O.NC(N)=O.NC(N)=O.NC(N)=O.NC(N)=O.NC(N)=O
E_tot = -3514.12125 Eh
spin multiplicity = 1
highest occupied orbital energy = -8.0148 eV
largest force on an atom = 3.77 eV/Å
net charge = 0
HOMO-LUMO gap = 8.41 eV

Last column: Löwdin charge in e.
Atoms and positions in Å:
C1 -0.883 5.441 -3.393  -0.04
C2 -2.151 5.781 -2.638  -0.52
C3 -2.936 4.522 -2.335  -0.16
C4 -2.316 3.701 -1.221  -0.18
C5 -2.419 4.614 -0.017  -0.16
C6 -1.582 5.901 -0.096  -0.46
N1 -2.015 6.523 -1.383  -0.08
O1 -1.277 7.744 -1.584  -0.05
C7 -2.150 6.799 0.995  -0.05
C8 -0.012 5.636 0.002  0.02
C9 -3.043 6.680 -3.586  -0.02
H1 -0.230 4.674 -2.963  0.08
H2 -0.334 6.377 -3.419  0.08
H3 -1.179 5.269 -4.427  0.07
H4 -4.009 4.804 -2.037  0.15
H5 -2.993 4.000 -3.284  0.11
H6 -1.228 3.513 -1.400  0.09
H7 -2.871 2.706 -1.078  0.13
H8 -2.104 4.014 0.882  0.10
H9 -3.444 4.953 0.197  0.12
H10 -1.686 7.842 0.842  0.10
H11 -3.219 6.914 0.949  0.07
H12 -2.006 6.510 2.066  0.09
H13 0.321 4.827 -0.605  0.05
H14 0.506 6.533 -0.322  0.08
H15 0.207 5.414 0.993  0.03
H16 -3.217 6.147 -4.513  0.07
H17 -2.559 7.653 -3.900  0.10
H18 -3.952 6.793 -3.072  0.06
H19 -1.939 8.449 -1.676  0.10
C10 -1.145 -2.428 3.761  -0.02
C11 -2.491 -3.186 3.545  -0.49
C12 -3.102 -3.106 2.133  -0.13
C13 -2.379 -3.880 1.045  -0.18
C14 -2.366 -5.352 1.451  -0.14
C15 -1.673 -5.508 2.849  -0.49
N2 -2.436 -4.632 3.776  -0.08
O2 -1.855 -4.861 5.086  -0.05
C16 -1.924 -6.968 3.239  -0.06
C17 -0.158 -5.249 2.863  -0.03
C18 -3.523 -2.692 4.557  -0.04
H20 -0.416 -2.591 2.999  0.03
H21 -0.698 -2.621 4.700  0.06
H22 -1.355 -1.355 3.786  0.08
H23 -4.201 -3.355 2.109  0.13
H24 -3.269 -2.084 1.853  0.10
H25 -1.277 -3.537 0.962  0.11
H26 -2.724 -3.886 0.039  0.08
H27 -1.984 -6.023 0.723  0.09
H28 -3.430 -5.686 1.555  0.14
H29 -1.853 -7.582 2.348  0.07
H30 -1.272 -7.437 4.051  0.10
H31 -2.974 -7.106 3.553  0.09
H32 0.148 -4.302 2.404  0.04
H33 0.262 -5.180 3.839  0.07
H34 0.343 -6.004 2.189  0.11
H35 -3.101 -2.929 5.524  0.07
H36 -4.505 -3.212 4.489  0.10
H37 -3.598 -1.612 4.469  0.08
H38 -2.637 -5.078 5.613  0.10
C19 -0.851 -4.617 -2.133  0.01
C20 0.698 -4.806 -2.106  -0.43
C21 1.173 -6.262 -1.911  -0.15
C22 2.625 -6.487 -2.150  -0.21
C23 3.033 -5.995 -3.509  -0.16
C24 2.708 -4.527 -3.644  -0.50
N3 1.266 -4.304 -3.350  -0.11
O3 0.977 -3.002 -3.604  -0.04
C25 3.726 -3.735 -2.766  -0.02
C26 3.012 -4.079 -5.080  -0.04
C27 1.288 -4.007 -0.819  0.01
H39 -1.318 -4.914 -1.150  0.07
H40 -1.128 -5.353 -2.884  0.08
H41 -1.176 -3.599 -2.373  0.05
H42 0.722 -6.687 -1.000  0.13
H43 0.659 -6.854 -2.625  0.10
H44 2.900 -7.566 -2.078  0.13
H45 3.170 -5.954 -1.391  0.08
H46 2.409 -6.562 -4.246  0.14
H47 4.114 -6.206 -3.674  0.14
H48 3.439 -2.758 -2.362  0.06
H49 4.137 -4.252 -1.898  0.08
H50 4.562 -3.562 -3.434  0.08
H51 2.271 -4.516 -5.808  0.11
H52 3.009 -3.009 -5.081  0.06
H53 3.951 -4.608 -5.325  0.09
H54 2.236 -4.435 -0.503  0.06
H55 0.752 -4.098 0.168  0.07
H56 1.371 -2.982 -1.113  0.05
H57 1.570 -2.413 -3.120  0.05
C28 2.935 -0.009 -2.509  0.01
C29 2.581 1.576 -2.464  -0.47
C30 3.721 2.274 -3.221  -0.13
C31 3.635 2.107 -4.738  -0.21
C32 2.362 2.525 -5.263  -0.18
C33 1.138 1.869 -4.602  -0.43
N4 1.337 2.002 -3.076  -0.06
O4 0.224 1.469 -2.377  -0.04
C34 -0.152 2.596 -5.067  -0.02
C35 0.993 0.392 -5.025  -0.02
C36 2.575 2.055 -1.017  -0.04
H58 2.150 -0.693 -2.311  0.04
H59 3.615 -0.064 -1.684  0.07
H60 3.377 -0.262 -3.503  0.08
H61 3.781 3.337 -3.098  0.11
H62 4.684 1.906 -2.784  0.14
H63 3.628 1.002 -4.871  0.09
H64 4.473 2.463 -5.331  0.12
H65 2.325 2.324 -6.322  0.12
H66 2.301 3.643 -5.192  0.14
H67 -0.138 2.345 -6.133  0.08
H68 -1.046 2.156 -4.558  0.10
H69 -0.191 3.702 -5.004  0.05
H70 1.959 -0.111 -5.207  0.08
H71 0.365 -0.206 -4.367  0.06
H72 0.548 0.453 -5.967  0.06
H73 2.309 3.097 -0.936  0.09
H74 3.513 1.915 -0.531  0.07
H75 1.930 1.486 -0.379  0.05
H76 0.131 0.544 -2.460  0.01
C37 -2.140 -1.065 -2.653  -0.67
O5 -1.148 -1.024 -1.953  0.00
N5 -2.119 -1.600 -3.911  0.16
N6 -3.362 -0.629 -2.203  0.17
H77 -2.902 -1.362 -4.534  0.12
H78 -1.294 -2.150 -4.168  0.10
H79 -4.191 -1.070 -2.674  0.13
H80 -3.392 -0.337 -1.236  0.07
C38 -0.239 0.570 1.523  -0.64
O6 0.074 0.705 2.746  -0.06
N7 -0.128 -0.646 0.941  0.20
N8 -0.578 1.581 0.701  0.21
H81 -0.520 -0.800 0.022  0.06
H82 0.534 -1.261 1.359  0.08
H83 -0.727 2.428 1.255  0.07
H84 -0.969 1.394 -0.208  0.08
C39 2.927 -1.850 3.576  -0.67
O7 3.844 -1.442 2.847  -0.03
N9 2.938 -3.131 3.994  0.16
N10 1.979 -1.007 4.017  0.20
H85 2.694 -3.239 5.002  0.13
H86 3.682 -3.701 3.659  0.10
H87 1.351 -1.286 4.763  0.11
H88 1.904 -0.137 3.597  0.02
C40 0.876 2.690 6.782  -0.70
O8 0.728 3.503 7.680  0.01
N11 2.033 2.468 6.096  0.17
N12 -0.129 1.787 6.452  0.14
H89 2.779 3.148 6.118  0.10
H90 2.044 1.755 5.376  0.08
H91 -0.381 1.470 5.512  0.09
H92 -1.005 1.893 6.939  0.09
C41 4.051 2.025 3.150  -0.62
O9 3.932 3.205 3.539  -0.03
N13 5.060 1.262 3.579  0.18
N14 3.060 1.403 2.327  0.15
H93 5.122 0.261 3.327  0.10
H94 5.519 1.690 4.341  0.10
H95 2.526 2.104 1.813  0.06
H96 3.239 0.614 1.716  0.08
C42 -0.344 4.128 3.696  -0.62
O10 -1.359 3.580 3.239  -0.03
N15 -0.423 4.879 4.898  0.16
N16 0.881 4.018 3.129  0.19
H97 0.325 5.040 5.553  0.08
H98 -1.245 4.656 5.382  0.07
H99 1.024 3.466 2.278  0.09
H100 1.671 4.283 3.685  0.08
C43 -4.603 0.951 1.797  -0.68
O11 -4.182 0.761 0.647  -0.01
N17 -4.006 1.838 2.624  0.17
N18 -5.640 0.320 2.410  0.13
H101 -3.129 2.327 2.455  0.07
H102 -4.479 2.033 3.503  0.10
H103 -6.081 0.767 3.228  0.11
H104 -6.134 -0.305 1.746  0.12